1.
The following is a quantum chemistry calculation of a cluster of 13 separate species, C50H150N18O13P6S7 in total in a non-equilibrium geometry, from OMol25.

Values from the calculation:
* HOMO: -8.1261 eV

```
! wB97M-V def2-TZVPD RIJCOSX def2/J DEFGRID3
* xyz 0 1
O -13.00 17.38 14.99
P -13.40 16.91 13.66
N -12.66 17.77 12.36
C -11.23 17.50 12.10
C -12.93 19.16 12.24
N -15.08 16.92 13.43
C -15.73 17.00 12.08
C -16.03 16.36 14.48
N -12.99 15.25 13.32
C -12.62 14.39 14.44
C -13.26 14.66 12.01
H -11.04 16.43 12.05
H -10.56 17.78 12.91
H -10.95 17.96 11.16
H -12.66 19.68 13.16
H -13.98 19.31 12.00
H -12.30 19.63 11.49
H -16.38 16.16 11.81
H -16.19 17.98 12.03
H -14.93 16.85 11.35
H -15.77 16.67 15.49
H -17.06 16.67 14.31
H -15.81 15.29 14.52
H -12.19 13.47 14.05
H -11.97 14.86 15.18
H -13.55 14.23 14.97
H -12.56 13.85 11.80
H -13.11 15.41 11.24
H -14.28 14.28 11.97
O -12.14 18.72 -0.93
P -12.62 17.31 -1.08
N -11.64 16.38 -2.16
C -12.15 15.18 -2.88
C -10.22 16.68 -2.18
N -14.21 17.07 -1.76
C -15.32 17.24 -0.74
C -14.50 17.40 -3.12
N -12.72 16.36 0.42
C -11.83 16.73 1.50
C -13.13 14.92 0.37
H -11.75 14.24 -2.51
H -11.91 15.34 -3.93
H -13.24 15.15 -2.86
H -9.81 16.41 -3.15
H -9.73 16.07 -1.41
H -10.04 17.74 -2.01
H -15.13 16.64 0.14
H -15.49 18.29 -0.48
H -16.19 16.74 -1.16
H -13.71 16.97 -3.73
H -15.45 17.00 -3.48
H -14.80 18.45 -3.23
H -11.91 17.76 1.83
H -11.99 16.04 2.33
H -10.79 16.80 1.15
H -13.33 14.58 1.39
H -12.39 14.29 -0.12
H -14.04 14.77 -0.22
O -4.59 25.36 5.15
P -5.90 25.96 4.86
N -6.98 25.86 6.23
C -8.39 26.29 6.24
C -6.54 25.01 7.32
N -6.64 25.25 3.49
C -6.05 25.47 2.24
C -7.21 23.89 3.69
N -5.80 27.65 4.59
C -6.98 28.45 4.30
C -4.56 28.44 4.92
H -8.86 25.99 5.30
H -8.46 27.36 6.39
H -8.89 25.73 7.03
H -7.12 25.27 8.21
H -5.49 25.24 7.50
H -6.65 23.96 7.07
H -5.75 24.53 1.78
H -6.59 26.15 1.58
H -5.13 26.06 2.35
H -7.58 23.81 4.72
H -8.01 23.75 2.96
H -6.46 23.12 3.55
H -6.80 29.31 3.65
H -7.73 27.77 3.88
H -7.37 28.86 5.23
H -4.85 29.47 5.13
H -3.92 28.40 4.04
H -4.05 27.95 5.74
O -14.23 22.07 4.15
P -12.92 22.82 3.96
N -12.13 23.20 5.43
C -10.97 24.09 5.56
C -12.83 22.93 6.73
N -13.13 24.32 3.15
C -13.30 24.41 1.70
C -13.69 25.48 3.92
N -11.67 22.02 3.07
C -10.31 22.44 2.89
C -11.80 20.54 2.85
H -11.21 24.98 6.14
H -10.79 24.65 4.64
H -10.12 23.54 5.96
H -12.12 22.58 7.47
H -13.61 22.17 6.76
H -13.32 23.81 7.16
H -13.21 25.40 1.25
H -12.56 23.71 1.31
H -14.27 23.94 1.49
H -12.87 25.82 4.55
H -14.06 26.17 3.17
H -14.50 25.24 4.62
H -9.89 22.10 1.94
H -10.14 23.50 3.09
H -9.64 22.00 3.63
H -10.97 19.92 3.19
H -11.87 20.47 1.76
H -12.68 20.16 3.38
O -7.18 15.91 8.84
P -6.39 15.84 10.12
N -6.08 17.33 10.81
C -7.29 18.02 11.27
C -5.13 18.30 10.16
N -4.80 15.23 10.03
C -4.25 14.79 8.76
C -3.91 15.09 11.19
N -7.12 14.85 11.36
C -6.66 14.93 12.77
C -8.22 13.91 11.02
H -7.98 18.18 10.44
H -7.12 18.98 11.76
H -7.83 17.40 11.98
H -4.29 17.68 9.85
H -4.72 19.04 10.85
H -5.50 18.81 9.28
H -3.17 14.81 8.65
H -4.63 13.80 8.51
H -4.56 15.47 7.96
H -4.00 14.10 11.64
H -2.91 15.37 10.86
H -4.19 15.75 12.01
H -7.50 14.82 13.46
H -6.05 14.07 13.06
H -6.15 15.89 12.83
H -8.25 13.87 9.93
H -9.14 14.33 11.44
H -7.83 13.02 11.51
O -6.71 22.44 10.25
P -7.52 23.10 11.22
N -9.21 22.95 10.92
C -9.66 23.44 9.67
C -9.91 21.73 11.37
N -7.24 24.77 11.19
C -8.21 25.85 11.61
C -5.94 25.12 10.86
N -7.42 22.68 12.88
C -6.33 21.71 13.17
C -7.85 23.48 13.94
H -9.46 22.80 8.81
H -9.32 24.47 9.56
H -10.72 23.66 9.76
H -9.48 20.86 10.86
H -10.94 21.91 11.08
H -9.86 21.49 12.43
H -7.73 26.58 12.27
H -8.70 26.22 10.71
H -8.96 25.47 12.29
H -5.77 25.18 9.79
H -5.68 26.06 11.34
H -5.18 24.44 11.25
H -5.42 22.10 12.72
H -6.07 21.55 14.22
H -6.56 20.74 12.74
H -8.84 23.80 13.61
H -7.27 24.38 14.13
H -8.06 22.85 14.80
C -16.01 22.10 11.96
S -14.50 23.14 12.09
O -13.77 22.71 13.39
C -13.57 22.56 10.62
H -15.75 21.10 12.31
H -16.35 21.95 10.93
H -16.86 22.47 12.54
H -13.15 21.62 10.99
H -12.83 23.23 10.20
H -14.26 22.36 9.79
C -5.53 21.91 6.14
S -4.35 20.78 7.06
O -3.25 20.54 6.03
C -3.65 22.01 8.21
H -5.70 21.55 5.12
H -5.07 22.89 6.08
H -6.46 21.80 6.70
H -2.83 21.49 8.70
H -4.32 22.23 9.05
H -3.32 22.92 7.71
C -8.51 20.18 7.57
S -10.23 19.50 7.83
O -11.06 20.63 8.43
C -10.66 19.71 6.06
H -8.15 20.60 8.50
H -8.62 20.87 6.73
H -7.71 19.46 7.40
H -9.90 19.27 5.40
H -10.84 20.75 5.79
H -11.63 19.21 5.95
C -9.16 19.03 0.87
S -7.86 20.33 1.12
O -6.60 19.68 0.54
C -8.53 21.35 -0.29
H -10.13 19.40 1.20
H -8.94 18.12 1.42
H -9.23 18.73 -0.17
H -8.39 20.76 -1.20
H -8.00 22.30 -0.35
H -9.59 21.62 -0.33
C -10.91 15.63 5.22
S -12.53 14.70 5.14
O -13.60 15.71 4.63
C -12.15 13.41 3.80
H -10.80 16.24 4.32
H -10.13 14.97 5.59
H -11.08 16.31 6.05
H -13.09 13.13 3.32
H -11.57 12.54 4.08
H -11.49 13.86 3.06
C -14.48 19.24 6.37
S -14.01 19.60 8.10
O -15.21 20.36 8.72
C -13.96 17.91 8.83
H -15.53 18.94 6.25
H -13.85 18.47 5.93
H -14.40 20.12 5.74
H -13.52 17.76 9.81
H -13.30 17.31 8.20
H -14.97 17.50 8.72
C -5.79 17.55 3.44
S -6.26 18.38 5.05
O -7.45 19.30 4.71
C -6.91 16.96 5.96
H -6.73 17.21 3.00
H -5.10 16.71 3.52
H -5.29 18.24 2.76
H -7.88 16.70 5.53
H -7.07 17.32 6.98
H -6.27 16.08 5.98
*
```



2.
The following is a quantum chemistry calculation of a cluster of 4 separate species, H8O4 in total in a non-equilibrium geometry, from OMol25.

Values from the calculation:
* HOMO: -11.1840 eV

```
! wB97M-V def2-TZVPD RIJCOSX def2/J DEFGRID3
* xyz 0 1
O 29.34 -13.54 12.65
H 30.12 -13.09 12.92
H 28.93 -14.00 13.40
O 30.54 -9.06 14.44
H 29.82 -9.44 14.92
H 30.33 -9.22 13.51
O 31.52 -12.10 13.76
H 31.64 -11.22 13.50
H 31.96 -11.88 14.56
O 30.22 -9.64 11.61
H 30.85 -10.08 10.98
H 29.52 -10.30 11.85
*
```



3.
The following is a quantum chemistry calculation of the molecule C2H3N7 in a non-equilibrium geometry, from OMol25.

Values from the calculation:
* HOMO: -9.4004 eV

```
! wB97M-V def2-TZVPD RIJCOSX def2/J DEFGRID3
* xyz 0 1
C -0.92 -0.22 0.02
C 1.28 -0.58 -0.03
H -2.53 -1.37 -0.56
H -2.92 0.30 0.04
H 3.02 -0.48 0.70
N -2.22 -0.40 -0.32
N -0.68 0.95 0.86
N 0.24 1.75 0.56
N 1.00 1.66 -0.64
N 1.50 0.58 -0.95
N 2.23 -1.14 0.59
N 0.00 -1.04 -0.26
*
```



4.
The following is a quantum chemistry calculation of a structure of composition C19H26NO3RhSe2 in a non-equilibrium geometry, from OMol25.

Values from the calculation:
* HOMO (spin up / spin down): -7.1168 / -7.1307 eV

```
! wB97M-V def2-TZVPD RIJCOSX def2/J DEFGRID3
* xyz 0 1
Rh 0.07 -0.15 0.48
O 0.77 -2.64 2.16
C -0.16 -3.37 2.91
C -1.57 -2.73 2.96
C -2.36 -3.68 3.90
O -3.73 -3.38 4.03
C -1.61 -1.33 3.59
Se -0.55 0.16 2.85
C -2.31 -2.74 1.62
Se -1.48 -2.00 0.01
H 1.63 -3.06 2.20
H 0.20 -3.46 3.95
H -0.27 -4.38 2.50
H -1.87 -3.71 4.88
H -2.32 -4.69 3.49
H -3.83 -2.61 4.60
H -1.29 -1.41 4.63
H -2.63 -0.97 3.57
H -3.25 -2.20 1.72
H -2.55 -3.78 1.36
N 0.03 -0.58 -1.45
C 0.90 -0.22 -2.51
C 0.42 0.26 -3.72
C 1.28 0.55 -4.77
C 2.65 0.38 -4.59
C 3.13 -0.06 -3.37
C 2.27 -0.38 -2.32
C 2.79 -0.80 -1.01
C 3.97 -1.54 -0.89
C 4.60 -1.69 0.33
C 4.05 -1.09 1.46
C 2.82 -0.45 1.36
C 2.16 -0.34 0.14
H -0.95 -0.50 -1.69
H 0.22 -1.52 -1.12
H -0.65 0.39 -3.85
H 0.88 0.90 -5.71
H 3.34 0.61 -5.40
H 4.20 -0.13 -3.23
H 4.41 -1.99 -1.77
H 5.52 -2.26 0.40
H 4.58 -1.12 2.41
H 2.39 -0.01 2.25
C 1.02 3.26 0.39
C -0.48 3.13 0.59
O -1.03 2.02 -0.14
H 1.44 3.95 1.12
H 1.26 3.62 -0.61
H 1.49 2.28 0.53
H -1.00 4.05 0.29
H -0.71 2.92 1.64
H -0.84 2.14 -1.08
*
```